(1)
ORCA calculation (ωB97M-V/def2-TZVPD) on a molecular structure, C3H3NO2 in a non-equilibrium geometry.

Its gap between HOMO and LUMO is 9.51 eV. As for the multiplicity: 1. Its energy above the lowest of the compared OMol25 structures with the same formula, charge and spin is 439.6 kJ/mol.

Element x y z (Å)
O  0.4779  -1.5232  0.3707
C  0.1287  -0.2110  0.1877
C  0.2409  0.1683  -1.3025
O  -0.0391  1.2604  -1.7143
C  -0.7623  0.6272  0.9109
N  -1.3454  1.5867  1.2332
H  -0.0075  -1.9271  1.0955
H  0.6163  0.5142  1.2612
H  0.5477  -0.6598  -1.9852

Forces on atoms 1 to 2 (eV/Å):
O -0.57 -0.37 0.23
C 1.49 1.42 1.48

=====

(2)
ORCA calculation (ωB97M-V/def2-TZVPD) on 2 unconnected molecules or ions with the total composition CN5O2 in a non-equilibrium geometry.

Its gap between HOMO and LUMO (spin up / spin down) is 3.54 / 4.24 eV. As for the multiplicity: 1. Its energy above the lowest of the compared OMol25 structures with the same formula, charge and spin is 645.5 kJ/mol. As for the total charge: -1.

Element x y z (Å)
C  1.2631  -0.8926  0.0968
N  -2.4556  0.2798  -0.1184
N  -1.8256  0.2458  -1.0832
N  0.8817  -1.9788  0.1473
N  -3.2523  0.1281  0.7021
N  1.6675  0.3994  0.0695
O  2.7593  0.5676  -0.5009
O  0.9619  1.2506  0.6867

Forces on atoms 1 to 2 (eV/Å):
C -1.56 -2.30 0.17
N -1.50 -1.28 -0.38

=====

(3)
ORCA calculation (ωB97M-V/def2-TZVPD) on 4 unconnected molecules or ions with the total composition C4H15NO4 in a non-equilibrium geometry.

Its gap between HOMO and LUMO is 10.61 eV. As for the multiplicity: 1. Its energy above the lowest of the compared OMol25 structures with the same formula, charge and spin is 161.2 kJ/mol. The structure (SMILES) is CCCNC=O.O.O.O.

Element x y z (Å)
C  -0.7854  -1.6030  -1.4830
N  -0.2137  -0.4051  -1.8267
C  1.1121  -0.0162  -1.3810
C  0.9686  0.9561  -0.1717
C  0.8914  2.4189  -0.6459
O  -0.2705  -2.3764  -0.6972
H  -1.6182  -1.8720  -2.1414
H  -0.7514  0.1058  -2.5033
H  1.7462  -0.8537  -1.0257
H  1.6271  0.3383  -2.2741
H  0.1042  0.5700  0.3594
H  1.7789  0.9028  0.5544
H  -0.0026  2.8852  -0.2236
H  0.8246  2.5058  -1.7213
H  1.7185  2.9733  -0.1917
H  -1.9891  -1.2366  0.8938
H  -1.7422  -2.6691  1.1742
O  -2.4340  -2.0091  1.2264
H  -1.0141  0.9676  1.0806
H  -1.1860  0.7879  2.5794
O  -1.5881  1.2118  1.8067
H  0.9222  -1.7074  1.6052
H  0.9996  -1.0283  2.9826
O  0.9018  -0.8466  2.0240

Forces on atoms 1 to 2 (eV/Å):
C 1.72 0.23 -0.71
N -0.81 -1.64 0.21

=====

(4)
ORCA calculation (ωB97M-V/def2-TZVPD) on a molecular structure, C23H12AuF8NO3Te.

Its gap between HOMO and LUMO is 8.04 eV. As for the multiplicity: 1. Its energy above the lowest of the compared OMol25 structures with the same formula, charge and spin is 0.0 kJ/mol.

Element x y z (Å)
Au  0.7198  0.7702  -2.7373
O  1.3779  -0.2472  -6.5462
N  1.2526  -0.2535  -5.3510
O  1.2443  -1.2672  -4.6426
O  1.1238  0.9210  -4.7547
F  -1.8768  -0.3179  6.2302
C  -0.6427  0.1682  5.9870
F  0.2243  -0.6833  6.5674
F  -0.5443  1.3391  6.6337
C  -0.3849  0.2997  4.5129
C  -0.3964  -0.8524  3.7356
C  -0.1715  -0.7656  2.3757
C  0.0698  0.4778  1.7828
C  0.0772  1.6265  2.5714
C  -0.1491  1.5368  3.9356
C  0.2764  0.5671  0.3655
C  0.4470  0.6449  -0.8256
H  -0.5849  -1.8139  4.1955
H  -0.1881  -1.6561  1.7598
H  0.2591  2.5871  2.1091
H  -0.1429  2.4277  4.5473
F  -0.2331  3.5591  -1.5994
C  1.0747  3.6098  -1.8859
C  1.7298  2.5069  -2.3934
C  3.0782  2.6170  -2.6676
F  3.7590  1.5628  -3.1306
C  3.7652  3.8012  -2.4659
F  5.0653  3.8939  -2.7404
C  3.0871  4.8994  -1.9654
F  3.7312  6.0462  -1.7676
C  1.7375  4.8066  -1.6747
F  1.0872  5.8685  -1.1965
C  -2.3651  -0.9182  -1.2386
Te  -1.2320  -1.0902  -3.0364
C  -0.1686  -2.5984  -1.9641
C  -1.1389  -3.0768  -0.9138
C  -0.9668  -4.2997  -0.2745
C  -1.8577  -4.7085  0.7057
C  -2.9312  -3.8975  1.0494
C  -3.1097  -2.6790  0.4137
C  -2.2155  -2.2601  -0.5650
H  -3.3984  -0.6648  -1.4650
H  -1.9160  -0.1246  -0.6455
H  0.7004  -2.1197  -1.5163
H  0.1636  -3.3784  -2.6438
H  -0.1341  -4.9354  -0.5501
H  -1.7206  -5.6644  1.1936
H  -3.6342  -4.2182  1.8068
H  -3.9481  -2.0465  0.6790

Forces on atoms 1 to 2 (eV/Å):
Au -0.64 0.20 -0.10
O -0.01 -0.02 0.19

=====

(5)
ORCA calculation (ωB97M-V/def2-TZVPD) on a molecular structure, C23H12ClN4O8W in a non-equilibrium geometry.

Its gap between HOMO and LUMO is 4.91 eV. As for the multiplicity: 1. Its energy above the lowest of the compared OMol25 structures with the same formula, charge and spin is 157.2 kJ/mol. As for the total charge: +3.

Element x y z (Å)
W  -0.3507  0.2053  0.4699
Cl  3.7063  -2.6097  -5.0111
C  2.5514  -2.0717  -3.8835
C  1.2017  -1.9330  -4.2650
C  0.2602  -1.4253  -3.3900
C  0.6242  -1.0667  -2.0935
O  -0.2448  -0.5038  -1.2287
C  1.9724  -1.2875  -1.6483
C  2.3166  -1.1786  -0.2771
N  1.4574  -0.9313  0.7100
C  1.8660  -1.2011  2.0583
C  2.8855  -2.0477  2.4622
C  3.1147  -2.2791  3.8269
C  2.3424  -1.6789  4.7917
C  1.2849  -0.8125  4.4224
C  0.4384  -0.1686  5.3466
C  -0.5843  0.6380  4.8825
C  -0.7593  0.8206  3.5154
N  0.0261  0.2349  2.5810
C  1.0451  -0.5835  3.0416
C  2.9225  -1.7653  -2.5764
H  0.9023  -2.1992  -5.2691
H  -0.7663  -1.3018  -3.7054
H  3.3505  -1.4080  -0.0233
H  3.5031  -2.5702  1.7470
H  3.9086  -2.9556  4.1091
H  2.5139  -1.8716  5.8406
H  0.5979  -0.3073  6.4071
H  -1.2497  1.1353  5.5740
H  -1.5435  1.4816  3.1439
H  3.9478  -1.9150  -2.2710
O  -4.2821  -0.7065  0.4186
C  -3.2588  -0.1791  0.1841
O  -2.0193  -0.6230  0.6323
C  -3.0101  1.0390  -0.7094
C  -3.7497  1.3907  -1.8351
C  -3.2457  2.3662  -2.7026
C  -1.9832  2.9184  -2.5690
C  -1.2390  2.5900  -1.4279
C  -1.8406  1.7843  -0.4137
O  -1.3022  1.7662  0.8101
N  0.1437  2.8237  -1.2680
O  0.7731  3.6635  -1.8052
O  0.7470  1.8701  -0.5396
N  -4.0560  2.7242  -3.9403
O  -3.4876  3.4192  -4.7213
O  -5.1430  2.2447  -3.9818
H  -4.6996  0.9115  -2.0604
H  -1.5884  3.5540  -3.3585

Forces on atoms 1 to 2 (eV/Å):
W 0.21 -0.41 -0.58
Cl -0.07 -0.01 0.10

=====

(6)
ORCA calculation (ωB97M-V/def2-TZVPD) on a molecular structure, C9H10AuF5N2Se.

Its gap between HOMO and LUMO is 7.59 eV. As for the multiplicity: 1.

Element x y z (Å)
Au  -0.5359  0.5039  -0.1351
N  -2.4826  -1.3989  -0.5414
C  -3.3009  -1.2412  0.6623
C  -4.1075  0.0457  0.5893
C  -3.3565  1.3677  0.6955
N  -2.4531  1.6459  -0.4516
H  -3.0716  -1.3932  -1.3670
H  -1.9656  -2.2689  -0.5501
H  -2.6386  -1.2086  1.5309
H  -3.9887  -2.0796  0.8127
H  -4.8266  0.0394  1.4124
H  -4.7096  0.0383  -0.3293
H  -2.7483  1.3810  1.6001
H  -4.0978  2.1660  0.7864
H  -2.2001  2.6269  -0.4672
H  -2.9312  1.4504  -1.3245
F  6.5997  0.0017  -1.4671
C  5.4034  -0.0651  -0.8818
C  5.2228  -0.8205  0.2595
F  6.2533  -1.4895  0.7799
C  3.9758  -0.8780  0.8514
F  3.8739  -1.6298  1.9559
C  2.8695  -0.2029  0.3541
Se  1.2013  -0.3670  1.2977
C  3.0915  0.5483  -0.7881
F  2.1080  1.2512  -1.3686
C  4.3283  0.6202  -1.4063
F  4.4872  1.3566  -2.5099

Forces on atoms 1 to 2 (eV/Å):
Au -0.08 0.27 0.54
N -0.18 -0.05 -0.16